# CH5ClN2

A 2-piece molecular cluster, CH5ClN2 overall in a non-equilibrium geometry (the ωB97M-V functional and the def2-TZVPD basis, the OMol25 dataset).

Last column: natural (NBO) charge in e.
Geometry (Å):
1 C -1.044 -0.375 1.675  0.039
2 N 1.413 0.025 -0.918  -1.071
3 N -1.005 -0.150 0.374  -0.824
4 Cl -2.650 -0.263 2.325  -0.089
5 H 1.597 1.047 -1.182  0.381
6 H 1.346 -0.526 -1.786  0.390
7 H 2.040 -0.265 -0.251  0.385
8 H -1.653 0.457 -0.142  0.358
9 H -0.043 0.049 -0.095  0.431

Atomic forces in eV per Å
C 0.81 -0.46 -0.94
N -1.66 3.18 -3.16
N 1.03 1.94 -0.21
Cl -0.54 0.26 -0.05
H -0.13 -2.16 0.52
H 0.47 0.25 0.97
H 1.91 -1.06 1.41
H -0.85 -0.74 0.47
H -1.05 -1.19 1.01

Values from the calculation:
LUMO energy (eV): 0.610
Charge: 0
Gap between HOMO and LUMO (eV): 8.85
HOMO energy (Ha): -0.3028
2S+1: 1

# C36H59ClP2SiYb

C36H59ClP2SiYb as an isolated structure in a non-equilibrium geometry (the ωB97M-V functional and the def2-TZVPD basis, the OMol25 dataset).

Last column: Löwdin spin population.
Geometry (Å):
1 Yb -1.089 -1.239 -0.608  0.152
2 Cl -2.958 -2.013 -2.016  0.006
3 P 0.511 -1.725 -2.929  0.003
4 C -0.153 -1.746 -4.657  0.000
5 C 2.237 -1.144 -3.102  0.000
6 C 0.626 -3.517 -2.508  0.003
7 C -1.011 -0.470 -4.762  0.001
8 H -0.817 -2.625 -4.650  0.000
9 C 0.769 -1.889 -5.871  0.000
10 H 1.398 -1.011 -6.041  0.000
11 H 0.130 -1.992 -6.760  0.000
12 H 1.391 -2.784 -5.853  0.000
13 H -1.831 -0.524 -4.029  0.001
14 H -1.452 -0.398 -5.766  0.000
15 H -0.415 0.427 -4.550  0.000
16 H -0.441 -3.812 -2.557  0.000
17 C 1.097 -3.697 -1.057  0.020
18 C 1.378 -4.423 -3.492  0.001
19 H 0.870 -4.514 -4.450  0.000
20 H 1.406 -5.441 -3.079  0.000
21 H 2.411 -4.112 -3.676  0.000
22 H 0.950 -2.806 -0.415  0.020
23 H 2.165 -3.967 -1.010  0.001
24 H 0.538 -4.519 -0.588  0.009
25 C 2.269 0.381 -3.302  0.000
26 H 2.502 -1.615 -4.061  0.000
27 C 3.236 -1.612 -2.045  0.000
28 H 1.854 0.699 -4.266  0.000
29 H 3.301 0.743 -3.263  0.000
30 H 1.685 0.871 -2.509  0.000
31 H 2.857 -1.479 -1.021  0.000
32 H 4.152 -1.023 -2.129  0.000
33 H 3.530 -2.654 -2.176  0.000
34 H -0.144 0.441 -1.295  0.010
35 H 0.248 -0.399 1.435  0.105
36 P -3.247 0.120 0.793  0.009
37 C -4.418 -1.178 1.447  0.001
38 C -2.878 1.019 2.345  0.002
39 C -4.316 1.270 -0.159  0.001
40 C -3.575 -2.462 1.556  0.022
41 H -5.135 -1.289 0.614  0.000
42 C -5.259 -0.981 2.719  0.001
43 H -4.676 -1.027 3.645  0.000
44 H -5.974 -1.816 2.772  0.000
45 H -5.865 -0.074 2.724  0.000
46 H -3.151 -2.726 0.572  0.007
47 H -4.226 -3.298 1.859  0.002
48 H -2.764 -2.353 2.292  0.019
49 H -4.660 0.615 -0.982  0.000
50 C -3.485 2.402 -0.783  0.000
51 C -5.579 1.771 0.555  0.000
52 H -6.291 0.970 0.756  0.000
53 H -6.106 2.476 -0.105  0.000
54 H -5.362 2.294 1.492  0.000
55 H -2.406 2.298 -0.597  0.000
56 H -3.830 3.392 -0.438  0.000
57 H -3.590 2.384 -1.875  0.000
58 C -2.071 0.157 3.325  0.019
59 H -3.897 1.190 2.747  0.000
60 C -2.210 2.368 2.123  0.011
61 H -2.638 -0.650 3.787  0.002
62 H -1.652 0.774 4.135  0.001
63 H -1.220 -0.303 2.794  0.024
64 H -1.356 2.257 1.434  0.008
65 H -1.830 2.755 3.077  0.000
66 H -2.882 3.126 1.724  0.001
67 C 1.403 2.469 5.771  0.033
68 C 1.211 3.365 4.708  0.006
69 C 1.180 2.914 3.384  0.019
70 C 1.343 1.546 3.077  0.028
71 C 1.583 0.673 4.148  0.028
72 C 1.584 1.121 5.463  0.002
73 Si 1.303 0.763 1.305  0.184
74 C 1.758 2.369 0.258  0.052
75 C 0.885 2.736 -0.745  0.006
76 C 1.003 3.938 -1.430  0.001
77 C 2.075 4.787 -1.162  -0.001
78 C 3.044 4.401 -0.232  0.004
79 C 2.891 3.195 0.496  0.011
80 C 2.830 -0.341 1.278  0.015
81 C 4.148 0.062 1.001  0.015
82 C 5.208 -0.795 1.311  0.002
83 C 4.983 -2.079 1.795  0.022
84 C 3.662 -2.531 1.927  0.006
85 C 2.601 -1.676 1.647  0.043
86 H 1.451 2.838 6.810  0.003
87 H 1.100 4.433 4.935  0.000
88 H 1.036 3.642 2.580  0.001
89 H 1.790 -0.375 3.939  0.006
90 H 1.767 0.433 6.286  -0.001
91 H 0.073 2.057 -0.992  0.004
92 H 0.263 4.213 -2.149  0.000
93 H 2.175 5.745 -1.677  0.000
94 H 3.926 5.007 -0.042  0.001
95 H 3.673 2.919 1.235  0.001
96 H 4.333 1.038 0.554  0.001
97 H 6.226 -0.429 1.194  0.000
98 H 5.808 -2.727 2.061  0.002
99 H 3.455 -3.542 2.255  0.003
100 H 1.576 -2.061 1.721  0.039

Atomic forces in eV per Å
Yb 1.14 0.64 0.88
Cl -1.12 -0.57 -0.82
P -0.10 -0.49 0.41
C -0.19 0.18 0.02
C 0.41 -0.14 -1.19
C -0.01 -0.23 -0.58
C -0.39 -0.26 -0.09
H -0.03 0.27 0.04
C -0.24 -0.05 -0.20
H 0.02 -0.06 0.15
H 0.09 0.10 0.09
H 0.12 0.07 0.17
H 0.32 0.14 -0.24
H 0.10 0.13 0.14
H -0.16 -0.16 -0.12
H 0.29 0.11 0.05
C 0.01 -0.49 0.11
C -0.02 -0.52 0.41
H -0.07 0.20 -0.07
H 0.13 0.06 -0.06
H -0.09 0.08 0.09
H 0.22 -0.33 -0.21
H -0.37 0.29 0.07
H 0.15 0.15 -0.01
C -0.18 0.12 0.32
H 0.49 0.16 0.12
C -0.21 0.15 0.32
H -0.03 -0.18 0.12
H -0.07 -0.03 0.03
H 0.24 -0.06 -0.21
H 0.19 -0.03 -0.33
H -0.02 0.07 0.03
H -0.16 -0.03 0.01
H -0.23 0.12 0.23
H -0.22 -0.18 -0.26
P 0.06 0.04 0.67
C -0.01 -0.22 -0.43
C -0.94 0.30 0.63
C -0.54 -0.37 -0.29
C -0.42 -0.27 -0.08
H 0.26 -0.18 0.14
C -0.19 -0.20 -0.05
H 0.03 0.14 -0.21
H 0.15 0.10 0.00
H 0.20 0.06 -0.03
H -0.14 0.04 0.39
H 0.26 0.09 0.02
H -0.23 -0.07 -0.23
H 0.15 0.19 0.25
C 0.14 0.26 -0.40
C -0.05 0.30 -0.27
H 0.11 -0.11 0.10
H 0.11 -0.03 0.13
H 0.03 -0.05 -0.11
H -0.32 0.12 0.02
H 0.25 -0.35 -0.01
H -0.05 0.06 0.17
C 0.47 0.07 -0.15
H 0.50 0.12 0.26
C 0.49 0.08 0.03
H -0.09 0.04 -0.11
H -0.13 -0.09 -0.21
H -0.18 0.09 0.29
H -0.13 0.18 0.26
H 0.04 -0.10 -0.16
H -0.09 -0.08 -0.16
C 0.03 0.17 -0.28
C 0.01 0.12 0.10
C -0.06 -0.08 0.20
C 0.06 -0.23 -0.53
C -0.18 0.03 0.12
C 0.13 0.20 0.56
Si 0.72 1.62 0.22
C 0.80 -0.60 0.58
C -0.54 0.74 -0.21
C 0.82 0.27 0.47
C 0.18 -0.02 0.03
C -0.19 -0.96 0.53
C -0.21 0.33 -0.39
C -0.37 -0.21 -0.43
C -0.09 -0.48 0.42
C -0.03 0.44 -0.24
C -0.68 -0.11 0.08
C 0.35 0.24 -0.27
C 0.55 -0.17 0.31
H -0.08 -0.30 -0.64
H 0.01 -0.42 -0.22
H 0.01 -0.26 0.23
H -0.10 0.10 0.11
H -0.02 -0.07 -0.18
H 0.08 0.13 0.07
H -0.36 0.15 -0.44
H -0.03 -0.26 0.07
H -0.15 0.08 -0.07
H -0.78 0.26 -0.44
H 0.05 -0.21 0.27
H -0.06 -0.13 -0.10
H 0.05 0.03 -0.01
H 0.06 -0.09 -0.02
H 0.26 0.29 0.23

Values from the calculation:
LUMO energy (spin up / spin down) (eV): 2.672 / 2.632
Charge: -1
Gap between HOMO and LUMO (spin up / spin down) (eV): 3.21 / 6.18
HOMO energy (spin up / spin down) (Ha): -0.0196 / -0.1306
2S+1: 2

# C46H55BrCuGeN2O2Si

C46H55BrCuGeN2O2Si as an isolated structure (the ωB97M-V functional and the def2-TZVPD basis, the OMol25 dataset).

Last column: Löwdin charge in e.
Geometry (Å):
1 Cu 0.576 -1.021 0.150  -0.077
2 C -0.770 -3.253 -1.694  -0.060
3 O 0.358 -3.049 -0.841  -0.207
4 C 1.478 -3.792 -1.095  -0.206
5 C 1.507 -4.870 -1.971  -0.002
6 C 2.692 -5.564 -2.166  -0.062
7 C 3.848 -5.191 -1.499  -0.068
8 C 3.813 -4.113 -0.630  -0.016
9 C 2.636 -3.411 -0.427  -0.161
10 N 2.598 -2.278 0.482  -0.141
11 N 3.685 -1.477 0.216  0.166
12 C 3.897 -0.371 0.826  -0.113
13 C 2.907 0.354 1.687  -0.311
14 O 1.727 0.011 1.733  -0.048
15 C 3.370 1.538 2.392  0.006
16 C 4.592 2.039 2.173  0.018
17 C 5.523 1.473 1.212  -0.169
18 C 6.747 2.095 0.970  -0.020
19 C 7.626 1.570 0.041  -0.060
20 C 7.286 0.411 -0.647  -0.054
21 C 6.080 -0.224 -0.404  -0.011
22 C 5.184 0.304 0.521  -0.096
23 H -1.168 -4.261 -1.575  0.100
24 H -0.496 -3.068 -2.734  0.108
25 H -1.521 -2.536 -1.375  0.079
26 H 0.617 -5.172 -2.504  0.111
27 H 2.706 -6.402 -2.851  0.113
28 H 4.771 -5.731 -1.655  0.110
29 H 4.708 -3.793 -0.112  0.119
30 H 2.669 2.002 3.074  0.123
31 H 4.911 2.927 2.708  0.127
32 H 6.999 2.995 1.516  0.118
33 H 8.573 2.057 -0.147  0.111
34 H 7.969 -0.003 -1.377  0.111
35 H 5.821 -1.131 -0.932  0.110
36 C -0.092 2.199 -4.802  -0.111
37 C -1.176 2.608 -3.788  -0.629
38 C -2.398 1.726 -4.085  -0.099
39 C -1.566 4.075 -4.057  -0.082
40 Si -0.627 2.444 -1.963  0.563
41 Br 0.461 0.378 -1.989  0.662
42 C -2.069 2.211 -0.731  -0.607
43 C -1.554 2.279 0.715  -0.102
44 C -2.775 0.854 -0.874  -0.109
45 C -3.113 3.324 -0.934  -0.075
46 C 0.725 3.671 -1.419  -0.621
47 C 1.707 3.953 -2.567  -0.095
48 C 1.577 3.148 -0.252  -0.114
49 C 0.070 5.002 -1.004  -0.077
50 H -0.486 2.377 -5.806  0.091
51 H 0.150 1.139 -4.726  0.050
52 H 0.831 2.765 -4.709  0.060
53 H -2.637 1.819 -5.148  0.093
54 H -3.287 2.026 -3.528  0.066
55 H -2.196 0.672 -3.885  0.075
56 H -1.977 4.155 -5.067  0.094
57 H -0.709 4.748 -4.002  0.066
58 H -2.328 4.441 -3.366  0.071
59 H -0.737 1.572 0.882  0.035
60 H -2.367 2.022 1.403  0.093
61 H -1.203 3.272 0.998  0.074
62 H -2.097 0.032 -0.633  0.006
63 H -3.175 0.670 -1.868  0.067
64 H -3.614 0.823 -0.172  0.077
65 H -2.679 4.322 -0.864  0.073
66 H -3.872 3.242 -0.149  0.095
67 H -3.627 3.247 -1.893  0.069
68 H 2.180 3.038 -2.930  0.079
69 H 2.498 4.609 -2.191  0.092
70 H 1.239 4.461 -3.409  0.066
71 H 2.098 2.230 -0.534  0.046
72 H 1.010 2.951 0.655  0.064
73 H 2.334 3.901 -0.014  0.092
74 H -0.550 5.430 -1.793  0.073
75 H 0.858 5.726 -0.778  0.094
76 H -0.545 4.900 -0.109  0.066
77 C 2.467 -2.736 1.887  0.005
78 Ge -1.181 -1.337 1.610  1.189
79 C -1.573 -0.594 3.362  -0.337
80 C -2.553 -1.127 4.205  -0.101
81 C -2.779 -0.589 5.461  -0.067
82 C -2.033 0.499 5.895  -0.067
83 C -1.048 1.039 5.077  -0.076
84 C -0.814 0.488 3.827  -0.128
85 C -2.537 -2.724 1.416  -0.305
86 C -1.982 -3.977 1.303  -0.134
87 C -2.787 -5.141 1.297  -0.064
88 C -4.143 -5.026 1.367  -0.018
89 C -4.763 -3.751 1.452  -0.159
90 C -6.172 -3.610 1.508  -0.026
91 C -6.747 -2.376 1.590  -0.068
92 C -5.942 -1.215 1.625  -0.061
93 C -4.583 -1.324 1.574  -0.059
94 C -3.954 -2.593 1.484  -0.195
95 H 3.127 -3.590 2.048  0.103
96 H 2.728 -1.941 2.577  0.086
97 H 1.436 -3.035 2.070  0.079
98 H -3.149 -1.971 3.880  0.097
99 H -3.540 -1.015 6.102  0.109
100 H -2.214 0.923 6.875  0.109
101 H -0.460 1.881 5.420  0.105
102 H -0.024 0.896 3.205  0.072
103 H -0.905 -4.097 1.206  0.087
104 H -2.323 -6.117 1.229  0.108
105 H -4.772 -5.908 1.355  0.118
106 H -6.786 -4.502 1.484  0.116
107 H -7.824 -2.281 1.632  0.108
108 H -6.409 -0.241 1.694  0.108
109 H -3.960 -0.436 1.606  0.085

Atomic forces in eV per Å
Cu 0.10 0.12 0.01
C 0.00 0.01 -0.03
O -0.01 -0.12 -0.22
C -0.04 0.06 -0.03
C 0.01 -0.04 0.00
C 0.01 0.01 0.01
C 0.00 0.02 0.01
C -0.03 -0.04 -0.02
C 0.16 -0.02 0.12
N 0.01 0.09 -0.27
N -0.10 -0.21 -0.06
C 0.06 0.20 0.12
C 0.23 0.26 0.02
O 0.10 0.05 0.03
C -0.10 -0.08 -0.02
C 0.09 0.01 -0.05
C -0.05 0.04 0.05
C 0.04 0.01 -0.03
C -0.01 0.00 0.02
C -0.01 -0.01 0.00
C 0.02 0.01 -0.01
C -0.06 -0.03 -0.01
H -0.01 0.01 0.00
H 0.00 -0.02 0.00
H -0.02 0.03 0.01
H 0.01 0.01 0.00
H 0.00 0.00 0.00
H 0.00 -0.01 -0.01
H 0.00 0.01 0.01
H -0.01 -0.02 0.00
H 0.00 0.00 -0.01
H 0.00 0.00 0.00
H 0.00 0.00 0.00
H 0.00 0.00 0.00
H 0.00 -0.01 -0.01
C -0.03 -0.01 0.06
C 0.01 0.09 -0.01
C 0.00 0.02 0.01
C -0.03 0.01 0.04
Si -0.05 -0.26 -0.17
Br 0.13 -0.17 0.12
C 0.00 0.08 0.07
C 0.03 0.02 0.00
C -0.01 0.04 -0.03
C -0.01 -0.02 0.02
C 0.02 0.08 0.03
C -0.02 -0.01 0.01
C -0.01 -0.05 -0.02
C 0.05 -0.01 0.02
H 0.01 -0.01 -0.02
H 0.00 0.00 -0.01
H -0.01 0.02 0.02
H -0.01 -0.02 -0.01
H 0.05 -0.02 -0.03
H -0.01 -0.01 -0.01
H 0.00 0.00 -0.01
H -0.03 -0.01 -0.01
H 0.01 0.00 -0.04
H -0.02 -0.01 0.04
H 0.00 -0.01 -0.01
H 0.01 -0.01 -0.02
H -0.01 -0.03 -0.02
H -0.02 0.00 -0.01
H 0.03 0.02 -0.04
H 0.00 0.03 0.02
H -0.01 0.01 0.00
H 0.02 -0.01 0.06
H 0.02 0.01 0.00
H 0.01 0.00 -0.01
H 0.02 -0.02 0.01
H 0.04 0.02 0.04
H -0.05 0.00 0.02
H 0.01 0.01 0.02
H 0.01 0.01 -0.01
H -0.01 0.01 0.00
H 0.01 0.01 0.00
C 0.02 0.02 0.04
Ge -0.52 0.02 0.37
C 0.08 0.09 0.00
C -0.06 -0.07 0.02
C 0.01 0.03 0.01
C 0.02 -0.01 -0.05
C -0.02 -0.03 0.05
C 0.07 0.05 -0.08
C 0.15 -0.19 -0.06
C -0.11 -0.13 -0.04
C 0.03 0.06 0.00
C -0.03 0.02 0.01
C -0.04 -0.05 -0.02
C 0.03 -0.05 0.01
C -0.02 0.05 0.01
C -0.03 -0.04 0.01
C 0.05 -0.07 -0.05
C 0.00 0.19 0.01
H 0.00 0.00 0.00
H -0.08 -0.05 -0.03
H 0.04 -0.03 -0.01
H 0.04 0.02 0.02
H 0.00 0.00 0.00
H 0.00 0.00 0.00
H 0.00 0.00 0.00
H -0.05 -0.02 -0.01
H -0.04 0.02 0.02
H 0.00 0.00 0.00
H 0.00 0.00 -0.01
H 0.00 0.00 0.00
H 0.00 0.00 0.00
H 0.00 0.00 0.01
H -0.07 -0.04 0.04

Values from the calculation:
LUMO energy (eV): -3.651
Charge: +1
Gap between HOMO and LUMO (eV): 6.65
HOMO energy (Ha): -0.3785
2S+1: 1

Table of relative energy (zero: lowest compared OMol25 entry of this formula, charge and spin) (kJ/mol), in record order: 155.0 0.0 0.0
Table of energy (hartree), in record order: -610.73251 -3998.20814 -8626.59191